Record 1
Below is a structure of composition C36H60N6OPRbS at a distorted geometry, with properties calculated with wB97M-V/def2-TZVPD.

Summary:
electronic energy = -2574.9764 Eh
ΔE to the lowest compared entry with this formula, charge and spin = 0.00 kcal per mole
orbital gap = 4.6 eV
HOMO = -4.8 eV
molecular weight = 741.43 g mol⁻¹

Each line ends with the Mulliken charge.
Geometry (Å):
Rb  12.328  14.434  14.081  0.7373
C  9.491  12.486  12.731  -1.0390
N  9.511  13.866  12.956  0.7395
C  9.217  14.560  11.642  -1.0590
C  8.636  14.296  14.022  0.5275
C  7.727  15.383  13.886  -0.2893
C  6.889  15.661  14.941  -0.8946
C  6.970  14.931  16.168  -0.7702
C  7.942  13.905  16.361  -0.9959
C  8.847  13.684  15.341  0.5811
N  10.111  13.229  15.592  0.5913
C  10.331  12.410  16.688  -0.1194
C  9.480  11.301  17.004  -0.5330
C  10.015  10.173  17.635  -1.1109
C  11.388  10.099  17.872  -0.4135
C  12.285  11.146  17.616  -0.5891
C  11.741  12.380  17.176  0.2506
N  12.479  13.580  17.087  0.4533
C  11.874  14.795  17.652  -0.7203
C  13.965  13.543  17.124  -0.9905
H  8.535  12.124  12.288  0.2867
H  9.577  11.877  13.628  0.2550
H  10.190  12.161  11.971  0.2721
H  8.345  14.084  11.109  0.3304
H  10.067  14.368  10.960  0.0845
H  9.078  15.625  11.769  0.3379
H  7.599  15.912  12.892  0.1467
H  6.240  16.516  14.852  0.3642
H  6.305  15.187  17.025  0.3231
H  8.055  13.412  17.326  0.3915
H  8.420  11.397  16.811  0.4369
H  9.498  9.239  17.739  0.3478
H  11.793  9.183  18.325  0.3680
H  13.391  11.014  17.752  0.2721
H  10.835  14.525  17.939  0.3508
H  11.738  15.598  16.951  0.0584
H  12.462  15.178  18.579  0.2916
H  14.342  14.551  16.793  0.2997
H  14.431  12.695  16.489  0.1424
H  14.323  13.319  18.121  0.3656
O  14.384  16.037  12.799  -0.2166
C  15.234  17.198  12.437  -0.5453
C  15.675  18.009  13.658  -0.6739
C  14.742  17.903  14.895  -0.2409
C  13.325  18.350  14.651  0.4118
C  13.054  19.622  14.193  -0.6218
C  11.754  20.098  14.229  -0.3773
C  10.714  19.302  14.732  -1.0205
C  11.079  17.983  15.096  -0.1035
N  12.288  17.509  15.016  0.0164
H  14.125  15.484  11.966  0.1109
H  14.645  17.836  11.782  0.3325
H  16.073  16.869  11.821  0.4110
H  15.656  19.039  13.314  0.2902
H  16.720  17.704  13.933  0.3681
H  15.126  18.501  15.709  0.4510
H  14.659  16.889  15.312  -0.1953
H  13.888  20.260  13.895  0.3034
H  11.581  21.084  13.789  0.3646
H  9.739  19.618  15.044  0.4402
H  10.354  17.293  15.487  0.5003
C  14.302  10.760  8.781  -0.9735
N  13.864  11.811  9.701  -0.1284
C  13.326  13.023  9.495  0.4494
S  13.053  13.971  10.929  -0.6174
N  12.999  13.399  8.252  -0.1570
C  13.548  13.013  6.957  -1.0441
H  15.017  10.064  9.263  0.2578
H  14.725  11.126  7.826  0.3341
H  13.521  10.168  8.402  0.4142
H  13.885  11.607  10.733  0.0555
H  12.633  14.326  8.296  0.2533
H  13.353  11.945  6.800  0.3472
H  14.568  13.223  6.829  0.3917
H  13.013  13.519  6.087  0.3247
C  15.084  5.594  15.269  -1.2245
C  13.596  5.661  14.879  0.3629
C  12.820  5.977  16.198  -1.5156
P  12.985  6.782  13.401  -0.1455
C  13.238  5.584  11.945  0.7061
C  14.187  4.386  12.080  -1.4186
C  11.821  5.077  11.634  -1.4745
C  14.285  8.217  13.200  0.9331
C  15.429  7.898  12.270  -1.1084
C  14.538  8.763  14.574  -1.4489
H  15.193  4.675  15.873  0.3768
H  15.142  6.458  15.972  0.2722
H  15.828  5.698  14.434  0.2121
H  13.221  4.671  14.544  0.3736
H  13.393  6.658  16.825  0.3900
H  12.658  4.989  16.690  0.4186
H  11.800  6.445  16.015  0.3163
H  13.501  6.424  11.215  0.1488
H  13.963  3.697  12.867  0.3270
H  15.264  4.700  12.060  0.2307
H  14.046  3.757  11.149  0.4535
H  11.705  5.065  10.536  0.3797
H  11.084  5.794  12.106  0.4958
H  11.596  4.095  12.071  0.3127
H  13.717  8.977  12.607  0.1149
H  16.223  8.715  12.358  0.4054
H  15.146  7.930  11.184  0.2100
H  15.950  6.929  12.456  0.0514
H  13.646  8.624  15.250  0.2689
H  14.652  9.902  14.484  0.3496
H  15.453  8.432  15.064  0.2322

Record 2
Below is a cluster of 2 separate species, C4H8O2 in total at a distorted geometry, with properties calculated with wB97M-V/def2-TZVPD.

Summary:
electronic energy = -307.6298 Eh
ΔE to the lowest compared entry with this formula, charge and spin = 51.83 kcal per mole
orbital gap = 10.7 eV
SMILES string = CC=O.CC=O
HOMO = -9.9 eV
molecular weight = 88.11 g mol⁻¹

Each line ends with the Mulliken charge.
Geometry (Å):
C  -2.623  0.215  1.938  -0.8619
C  -1.745  -0.428  0.820  0.3023
O  -2.223  -0.453  -0.350  -0.4901
H  -2.655  -0.501  2.777  0.2872
H  -3.656  0.425  1.615  0.2704
H  -2.168  1.155  2.294  0.2538
H  -0.668  -0.614  1.050  0.2390
C  1.819  0.264  -1.003  -0.6153
C  2.850  -0.252  -2.063  0.0807
O  2.476  -1.253  -2.726  -0.4839
H  1.037  0.891  -1.463  0.2736
H  2.377  0.875  -0.275  0.3164
H  1.333  -0.567  -0.466  0.1213
H  3.848  0.243  -2.150  0.3064

Record 3
Below is a cluster of 2 separate species, C11H15N in total at a distorted geometry, with properties calculated with wB97M-V/def2-TZVPD.

Summary:
electronic energy = -482.6052 Eh
ΔE to the lowest compared entry with this formula, charge and spin = 19.60 kcal per mole
orbital gap (spin up / spin down) = 9.3 / 6.3 eV
HOMO (spin up / spin down) = -13.2 / -13.5 eV
charge = +1
spin multiplicity = 2
molecular weight = 161.25 g mol⁻¹

Each line ends with the Mulliken charge.
Geometry (Å):
C  2.174  -2.634  -2.084  -1.2753
C  2.257  -0.470  -0.630  -0.6604
C  1.605  -1.405  -1.438  0.8653
C  0.142  0.234  -0.845  -0.1464
C  0.254  -1.022  -1.556  0.9167
C  -1.086  0.857  -0.873  -0.4417
C  -0.849  -1.700  -2.100  -0.4249
C  -2.128  0.213  -1.564  -0.2975
C  -2.034  -1.027  -2.200  -0.7500
N  1.355  0.499  -0.238  0.0702
H  3.297  -0.393  -0.338  0.4087
H  1.515  1.350  0.277  0.2340
H  2.061  -2.755  -3.156  0.3632
H  1.509  -3.441  -1.763  0.3505
H  -1.378  1.633  -0.166  0.3500
H  -0.723  -2.672  -2.579  0.3416
H  -2.987  0.881  -1.710  0.3824
H  -2.830  -1.672  -2.600  0.3743
H  3.229  -2.717  -1.834  0.3468
C  -0.464  2.671  2.990  -0.4708
C  -0.890  1.441  3.812  -0.8566
H  0.288  3.175  3.562  0.3584
H  -0.032  2.375  2.047  -0.1285
H  -1.327  3.323  2.836  0.2476
H  -0.355  0.556  3.442  0.2250
H  -0.669  1.560  4.872  0.3083
H  -1.932  1.142  3.836  0.3094

> Among the records above, which one has the highest molecular weight?

C36H60N6OPRbS

> The highest molecular weight belongs to which entry?

C36H60N6OPRbS

> Look up the ΔE to the lowest compared entry with this formula, charge and spin of the second one.

51.83 kcal per mole

> Among the records above, which one has the highest ΔE to the lowest compared entry with this formula, charge and spin?

C4H8O2